Here is a molecular structure, C28H37AlAs2N7O8Se2 from the Open Molecules 2025 dataset. Energies are from ωB97M-V/def2-TZVPD.

Last column: Mulliken charge in e.
Element x y z (Å)
O: 0.86942 3.51100 -3.51697  -0.168
C: 3.08068 -1.08395 1.30113  0.595
H: -4.35292 -1.69580 -1.23294  0.295
H: 5.18946 -0.97585 -1.32659  0.472
H: 0.22307 4.65300 -5.46951  0.208
H: 0.58463 -1.08100 6.41048  0.496
H: 2.33143 1.52036 -6.96132  0.169
H: 5.15011 -1.55187 1.07351  0.445
H: -4.87094 -0.06563 -6.12093  0.273
H: -0.96243 -2.72613 1.35096  0.382
H: 1.03671 -0.04008 -1.07809  -0.372
N: -3.17866 -2.51555 0.34208  0.095
N: 0.05147 0.24617 3.36704  0.258
H: -0.74882 -2.46582 -3.71019  0.526
C: -0.20860 0.89703 6.03514  -0.157
C: 1.95918 -0.36486 -0.61467  0.546
N: -2.45782 1.90888 -0.43628  -0.260
H: 1.75787 4.76054 -2.10771  0.373
C: -1.30967 2.57127 -3.45587  -0.251
H: 2.58079 3.17918 -7.53855  0.355
N: -0.64483 0.87214 0.56040  -0.061
H: -0.97143 4.87704 -6.77604  0.433
H: -0.69588 2.12388 2.92322  0.551
C: -1.79822 1.31861 -3.27443  1.530
C: 1.38490 -1.44016 -8.01810  -0.760
H: 2.58957 3.20882 -2.37942  0.296
C: 0.57252 -0.49119 -6.02063  0.104
C: -4.47508 -2.26665 -0.31111  -0.887
H: -2.04566 -1.75088 -2.72321  0.248
C: 0.41620 -0.62789 4.32807  0.588
O: -1.40685 1.94680 -8.12213  -0.549
O: 0.63038 -0.41199 -7.33078  -0.251
H: -3.27003 1.78845 -1.03628  0.307
H: -4.90504 -3.22336 -0.58531  0.325
H: -2.08532 -4.33362 0.30810  0.403
O: 0.09788 2.80045 -1.54546  -0.767
C: -0.55694 1.81082 5.05261  -1.009
H: -2.08113 -1.59739 -4.49607  0.424
C: -0.21708 0.58588 -5.35870  0.159
H: -0.31384 1.15128 7.08201  0.457
H: -0.16604 1.71892 0.25478  0.361
H: -3.79472 -4.47254 0.71393  0.303
C: -2.29978 -1.55027 0.54582  0.559
O: 0.72434 2.47289 -7.87046  -0.316
As: -1.87209 3.13285 -5.26259  0.180
C: -0.62106 1.71251 -5.94492  0.715
H: -5.05556 -0.80674 -4.50072  0.319
C: -0.42115 1.45347 3.72584  0.208
Se: 1.14696 -2.26471 3.63596  -0.119
C: -0.83166 4.72061 -5.70558  -1.066
H: -1.84460 2.67415 -0.69331  0.213
H: -0.93624 2.79027 5.30672  0.459
C: 1.88649 2.51168 -7.03819  -0.342
H: 0.94700 -2.41327 -7.81186  0.291
C: 3.10460 -0.46220 -1.36886  -0.737
H: -1.28199 5.56378 -5.18287  0.466
H: -3.53316 -0.20643 -0.35855  0.127
N: 1.91901 -0.66350 0.72975  0.506
C: -4.84615 0.10709 -5.05154  -0.819
C: -2.90714 -3.86588 0.85296  -1.079
O: -3.96284 0.75215 -2.59452  -0.772
As: -0.37306 0.01011 -3.44989  0.420
H: -5.54522 0.88815 -4.76609  0.350
C: -1.88007 0.85082 0.08966  0.348
H: 1.65433 2.89647 -6.04420  0.072
O: -3.48950 0.54604 -4.77421  -0.057
H: 1.30662 -1.19400 -9.07050  0.306
C: -0.04311 2.94401 -2.75542  0.645
H: 2.42022 -1.42174 -7.68595  0.328
C: 2.04494 4.02322 -2.85324  -0.845
Se: 3.26439 -1.45120 3.17058  0.129
N: -1.11675 -1.75335 1.12694  -0.022
H: -5.16222 -1.75495 0.36423  0.385
C: -0.44033 2.01398 -7.41694  0.174
C: 4.25416 -1.19811 0.58083  -0.778
C: -3.20177 0.87627 -3.54442  -0.859
C: -1.43544 -1.62807 -3.62119  -1.326
C: 4.27209 -0.87923 -0.76061  -0.528
H: 3.05811 -0.22898 -2.42343  0.596
H: -2.69110 -3.83984 1.92228  0.422
N: -2.65632 -0.28897 0.13729  0.150
H: 2.64241 4.48076 -3.63397  0.274
Al: 0.15754 -0.47485 1.56746  -1.042
O: 1.09892 -1.35505 -5.34436  -0.635
C: 0.29024 -0.35186 5.66862  -0.784

Force components x, y, z for each atom (eV/Å):
-0.04 -0.04 0.03
-0.47 0.22 -0.14
0.00 -0.01 -0.02
0.00 0.00 0.00
-0.01 0.00 -0.01
0.00 0.00 0.00
0.00 -0.02 0.00
0.00 -0.02 0.01
-0.01 0.00 0.00
-0.01 -0.03 0.02
-0.03 -0.02 0.09
-0.01 -0.04 0.02
0.06 -0.01 -0.01
0.00 -0.01 0.00
0.00 -0.01 0.02
0.00 -0.17 0.68
-0.02 0.10 0.03
0.00 0.00 0.00
-0.04 -0.23 0.06
0.00 0.00 0.00
0.09 -0.05 0.05
-0.01 0.00 0.00
0.00 -0.01 0.00
0.08 0.34 -0.03
0.00 -0.01 0.00
0.00 0.00 -0.01
0.07 -0.01 -0.02
0.01 0.02 -0.02
0.00 0.01 0.02
-0.01 0.01 0.05
0.06 0.03 0.07
-0.03 -0.01 0.03
-0.09 -0.12 -0.06
-0.01 -0.01 0.01
0.00 0.00 0.00
-0.10 -0.01 0.07
0.00 0.01 -0.01
0.00 0.00 0.00
-0.08 0.04 0.01
0.00 0.00 0.00
-0.02 0.00 0.00
0.00 0.00 -0.01
-0.01 -0.03 -0.09
-0.04 -0.01 0.02
-0.06 0.00 0.03
0.03 0.06 -0.02
0.00 -0.01 0.00
-0.01 0.00 -0.02
-0.09 -0.03 -0.03
-0.01 0.02 -0.01
0.09 0.05 0.05
0.00 0.00 0.00
-0.03 0.03 0.02
0.00 0.00 0.00
-0.41 0.07 -0.06
0.00 0.00 0.00
-0.09 0.04 0.00
0.43 0.06 -0.46
-0.02 -0.01 -0.01
0.02 0.01 0.00
-0.10 -0.02 0.18
0.08 -0.14 -0.05
-0.01 0.00 0.00
0.04 0.01 -0.07
0.01 -0.01 -0.01
0.05 0.06 0.07
0.00 0.00 0.00
-0.02 -0.06 -0.18
0.00 0.00 0.00
0.03 0.01 0.01
0.03 -0.02 0.04
-0.01 -0.03 0.10
0.00 0.00 0.00
0.01 -0.05 -0.09
0.07 -0.07 0.25
0.16 -0.04 -0.13
0.05 -0.01 -0.05
0.27 -0.04 -0.16
-0.02 0.01 -0.01
0.01 0.01 -0.01
0.02 0.13 -0.04
0.00 0.00 0.00
0.19 0.02 -0.21
-0.03 0.00 0.02
0.01 0.00 0.00

Calculated values
Total charge: +3
HOMO level: -15.3 eV
Relative energy (zero: lowest compared OMol25 entry of this formula, charge and spin): 0.0 kcal/mol
E_tot: -11590.5103 a.u.
Kohn-Sham gap: 0.239 Ha

---

Here is a molecular structure, C24H33BaN9O3S2 from the Open Molecules 2025 dataset. Energies are from ωB97M-V/def2-TZVPD.

Last column: Mulliken charge in e.
Element x y z (Å)
H: -0.80499 -2.76626 -3.76586  0.241
H: -6.56329 0.48091 -0.10215  0.313
C: 4.19535 -3.15481 -2.03750  -0.013
H: 1.85498 2.43800 1.46465  0.737
H: -1.88529 0.90175 -3.26908  0.152
C: -5.74178 -1.87102 -0.79704  -1.091
C: -5.47778 0.43813 -0.04777  -1.095
H: 3.62105 0.57952 3.32832  0.269
C: -0.63174 4.47998 -3.25683  -0.932
H: -0.25987 5.49376 -3.22103  0.345
H: -3.12671 0.64093 0.17012  -0.255
N: 0.90716 2.96067 -0.27621  0.798
H: 1.54620 5.64177 -2.18738  0.347
C: 2.56044 5.17742 -0.36285  -0.574
H: -6.80630 -1.65003 -0.76071  0.397
N: -0.69818 2.28885 -2.33356  0.613
C: 0.51665 -1.89400 2.36205  -0.553
C: 3.12484 -2.55092 -2.75929  0.041
N: -1.79109 -2.60720 -3.56983  -0.543
H: -1.86710 4.82999 -4.97328  0.422
H: -5.19397 0.26940 0.99978  0.390
N: 5.04869 -3.66694 -1.45406  -0.578
O: -1.59322 1.48017 1.82906  0.154
N: -1.21832 -2.29825 -1.29649  -0.536
N: -2.76147 0.08071 -0.59237  0.422
C: 2.66132 4.27341 0.68033  -1.091
O: -0.61242 -1.17715 1.87554  -0.088
C: -1.35578 0.80202 3.05462  -0.498
O: 1.84901 0.09884 2.34853  0.230
S: 1.12317 -0.79533 -3.22453  -0.363
H: 2.34639 -1.62786 3.39141  0.571
C: -1.55379 1.93543 -3.28545  0.006
H: 1.03525 -0.66613 4.07789  0.257
C: -1.53675 4.10915 -4.23670  -0.446
H: -5.08147 1.40079 -0.36837  0.346
C: -1.52504 -0.68283 2.83183  -0.788
H: -0.47828 3.16028 2.33995  0.308
H: -2.20287 -2.03175 -4.29085  0.252
C: -3.63988 -0.66611 -1.14445  0.013
H: -0.34193 1.03076 3.40204  0.286
C: 2.72056 -3.20800 -3.95696  0.001
C: 1.61757 4.96024 -1.35247  -0.923
Ba: 0.00607 0.16695 -0.51552  0.055
H: 1.02286 -2.28493 1.47813  0.234
C: 0.79716 3.83946 -1.27650  0.615
C: -1.47965 2.88409 1.99828  -0.871
H: 0.19406 -2.73504 2.98587  0.407
C: -0.21924 3.53346 -2.32431  0.376
H: -2.07142 1.13949 3.81523  0.434
H: -0.33943 -2.69319 -1.63303  0.135
C: -2.00961 -2.15876 -2.28527  0.492
N: 2.40265 -3.76994 -4.91361  -0.605
C: 3.25936 0.30788 2.33127  -1.215
H: 3.46192 1.11641 1.63322  0.293
H: -2.52759 -0.87984 2.44378  0.347
C: 1.47533 -1.01637 3.13667  -0.670
N: -5.01091 -0.61114 -0.93489  0.052
H: 3.77740 -0.58134 1.96814  0.533
H: -1.42084 -1.20627 3.78785  0.450
C: -2.00253 2.80598 -4.26456  -0.955
C: 1.81225 3.18024 0.67352  -0.592
S: 2.89560 -0.77130 -0.74054  -0.457
H: -5.46433 -2.40842 0.11619  0.288
H: -2.21498 3.24522 2.72467  0.326
H: 3.21537 6.03713 -0.41443  0.414
H: -1.66384 3.34690 1.03076  0.140
H: -5.57217 -2.53058 -1.64319  0.346
H: 3.38712 4.39632 1.47198  0.475
H: -3.97934 -1.84854 -2.78609  0.312
H: -2.69265 2.46712 -5.02442  0.439
C: 2.45381 -1.43260 -2.27917  0.707
N: -3.27047 -1.56169 -2.13466  -0.050

Force components x, y, z for each atom (eV/Å):
-0.02 -0.02 0.01
-0.01 0.01 -0.01
0.02 -0.02 0.11
-0.02 0.04 -0.03
-0.01 0.02 0.03
0.01 0.03 0.00
0.02 -0.02 0.00
0.00 -0.01 0.00
0.02 0.03 0.00
0.00 -0.01 0.00
-0.06 -0.06 -0.02
-0.05 0.05 0.05
0.00 0.00 0.01
0.01 0.00 0.01
-0.01 0.01 -0.01
-0.05 0.00 -0.01
-0.02 0.08 0.10
-0.03 0.00 0.03
-0.02 0.12 0.03
0.00 0.00 0.01
0.00 -0.01 0.00
-0.02 0.02 -0.06
0.05 0.06 0.12
-0.05 0.00 -0.03
-0.28 0.06 -0.04
0.01 0.00 0.00
0.00 -0.06 -0.11
0.05 -0.01 -0.02
0.04 0.05 -0.05
0.17 0.11 0.10
0.01 0.03 0.00
-0.01 -0.01 -0.02
-0.03 -0.02 0.03
0.00 0.01 0.00
0.00 0.00 0.00
0.00 0.00 0.04
0.00 -0.01 0.01
-0.02 -0.05 -0.01
-0.03 0.04 -0.08
-0.02 0.00 0.01
0.03 0.01 -0.08
0.00 0.02 -0.04
0.35 0.08 0.21
0.00 0.01 -0.01
0.10 -0.01 0.06
-0.08 0.00 -0.08
-0.03 0.00 0.00
-0.04 -0.02 -0.08
-0.02 0.01 0.00
-0.02 -0.03 0.00
0.19 -0.11 -0.07
-0.04 0.01 0.04
0.00 0.01 -0.01
0.03 -0.03 0.00
-0.01 0.00 0.00
0.05 -0.09 -0.01
0.02 -0.08 0.06
0.00 -0.01 0.01
0.01 -0.02 -0.01
0.00 0.01 -0.01
-0.05 -0.03 -0.01
0.05 0.08 -0.02
-0.01 0.01 0.01
-0.01 0.00 0.00
0.00 0.00 0.00
0.01 0.00 0.01
0.02 -0.01 0.01
0.00 0.01 -0.01
-0.01 0.01 -0.01
0.00 0.00 0.00
-0.23 -0.24 -0.17
0.01 0.01 0.03

Calculated values
HOMO level: -6.3 eV
Relative energy (zero: lowest compared OMol25 entry of this formula, charge and spin): 6.1 kcal/mol
E_tot: -2474.8094 a.u.
Kohn-Sham gap: 0.213 Ha

---

Here is a molecular structure, C30H50ClF5OP2Si2Zr at a distorted geometry from the Open Molecules 2025 dataset. Energies are from ωB97M-V/def2-TZVPD.

Last column: Mulliken charge in e.
Element x y z (Å)
C: -3.16593 3.93375 1.29407  -1.184
C: 0.56551 0.09599 -2.74306  -4.030
H: -0.16532 -2.24052 3.66037  0.157
H: 0.90667 -3.20551 1.23765  -0.124
H: 0.04826 5.48921 -2.30169  0.413
C: 1.80986 3.41198 -1.29611  0.755
C: 2.04478 0.48365 4.33119  0.131
C: 2.61906 -0.77736 4.55735  0.570
C: -1.23440 -3.52500 -1.89286  1.223
P: 0.14357 2.76967 -0.78851  0.289
H: -1.88699 3.69780 -3.78743  0.514
H: 2.45068 -4.47637 -0.00513  0.215
H: -2.93902 -1.35027 -1.04477  0.523
H: -2.37417 2.42379 4.00034  0.342
F: 2.87378 -2.39734 1.43001  -0.449
H: 2.94309 -1.95944 -0.63097  0.047
F: 1.52448 2.05449 2.70714  -0.304
C: 0.00025 -3.46351 0.67180  -0.954
C: -1.49709 2.88811 3.52142  -0.998
H: -3.28691 -4.06632 0.33316  0.336
H: -0.17295 -5.34256 -2.49341  0.374
C: -1.14510 3.13297 -3.18539  -1.395
H: 0.76980 -0.96306 -2.74928  1.516
C: 1.67517 0.72674 3.03966  -0.180
C: -1.34387 -2.92572 -3.31266  -1.469
C: -1.57014 0.05797 1.58863  -0.159
F: 2.04454 1.45109 5.30933  -0.306
H: 0.75813 3.33712 1.48372  0.273
F: 3.45511 -3.00116 3.88684  -0.308
H: -4.05415 3.43567 1.70961  0.353
Cl: 1.59950 0.76297 -5.35049  -0.781
C: -1.08716 -5.05186 -1.97233  -1.725
H: 1.47918 5.56827 -0.82347  0.288
H: -0.09917 4.70008 0.80974  0.994
H: 3.06926 -4.98649 -1.55839  0.485
H: -2.08621 3.56589 -1.26318  -0.317
C: 2.21128 4.76031 -0.66028  -1.571
H: 1.43981 -3.55570 -2.75564  0.520
H: 2.66695 1.47543 -1.56745  0.332
H: -2.16668 -3.34027 -1.32983  -0.224
H: -0.89530 5.72400 -0.83550  0.320
H: -0.30502 0.57909 -3.20379  0.302
H: 2.33387 4.61725 0.42228  0.293
C: 1.65286 -3.34724 -1.69663  1.094
H: -1.69215 5.73550 -2.39588  0.458
H: 3.86252 2.74287 -1.24051  0.558
H: 2.43363 -1.43402 -2.29841  0.210
C: 1.72906 -0.31503 2.06788  0.351
F: 3.06351 -1.07548 5.81268  -0.335
H: -1.61487 -1.85785 -3.32469  0.192
H: -2.16586 -3.44535 -3.83310  0.511
H: 2.87545 2.16329 0.07495  0.196
C: -0.08505 3.59595 0.84173  -1.221
H: -0.41770 -3.04648 -3.91237  0.309
Si: -1.49236 -2.82221 1.62213  0.024
H: -1.40659 3.94102 3.86905  0.371
C: -1.12915 -2.71301 3.43448  -1.084
H: -1.90545 -2.17409 3.99766  0.363
H: -1.93046 -5.49291 -2.52316  0.474
H: -0.59671 2.34240 3.86987  0.187
H: 1.73629 3.57270 -2.37931  0.523
C: 2.16541 -4.63077 -1.04775  -1.631
H: -0.15774 3.16731 -3.71101  0.288
H: -1.07897 -5.54804 -0.99949  0.300
C: -0.89736 5.24576 -1.81426  -1.766
C: -3.02337 -3.84522 1.37893  -1.152
H: -1.19198 0.08300 2.62679  0.625
P: 0.10868 -2.66048 -0.96673  0.290
H: -2.84633 -4.79901 1.90907  0.361
Si: -1.63374 2.94518 1.66378  0.083
H: 3.18240 5.07822 -1.07897  0.489
H: -1.08644 -3.75443 3.79641  0.378
C: -1.82646 1.23196 0.87904  -0.641
C: 2.75351 -2.28355 -1.66988  -1.144
O: 1.10714 -0.22073 0.85827  0.393
C: -2.43230 0.74149 -0.31494  0.165
C: 2.86540 2.37577 -0.99400  -1.294
Zr: -0.11733 -0.03721 -0.62620  0.708
H: -3.05828 4.90456 1.82265  0.311
H: -1.47763 2.07532 -3.21443  0.208
H: -3.36399 4.13260 0.22607  0.341
C: -2.43023 -0.66873 -0.32736  -0.170
C: 2.38599 -1.53277 2.37202  -0.175
H: 1.15851 0.97488 -2.34844  1.017
H: -0.03497 -4.56213 0.62534  1.129
C: 2.78096 -1.83591 3.63575  0.257
H: 3.70570 -2.67599 -2.06932  0.553
C: -1.84394 -1.12267 0.89196  -0.473
H: 1.42008 -5.42305 -1.05336  0.304
H: -3.89859 -3.37069 1.84884  0.358
H: -3.00531 1.40825 -0.98332  0.528
C: -1.10277 3.72224 -1.74454  1.093

Force components x, y, z for each atom (eV/Å):
-0.27 0.61 -0.04
-1.95 1.49 3.13
-0.13 -0.08 -0.08
-0.34 -0.09 -0.19
-0.10 -0.03 -0.08
-0.22 0.96 -0.49
1.22 -0.62 1.17
0.40 -1.54 2.40
-0.26 -0.01 -0.37
0.37 1.58 0.84
0.51 -0.22 0.23
-0.02 0.13 -0.05
0.56 0.91 0.37
0.22 0.26 -0.19
-1.18 0.84 0.29
-0.06 0.02 -0.66
-0.43 -1.81 0.08
-0.03 -0.18 0.48
0.45 -0.14 0.44
0.15 0.04 0.36
-0.09 0.05 -0.07
-0.26 0.02 -0.36
0.68 0.55 -1.47
0.32 0.71 -1.18
-0.40 -0.05 -0.21
0.91 0.05 2.22
-0.02 -1.51 -1.52
-0.19 0.06 -0.22
-1.03 1.83 0.08
0.23 0.09 -0.07
0.17 0.25 -0.35
0.01 -0.16 -0.08
0.40 -0.40 0.09
0.05 -0.47 -0.34
-0.26 0.10 -0.07
0.47 -0.25 -0.15
-0.05 -0.02 0.06
-0.12 0.04 0.19
0.41 -0.18 0.12
0.32 0.19 -0.28
0.00 -0.05 0.07
0.55 -0.91 -0.76
0.08 0.20 -0.24
0.78 -0.08 -0.43
0.11 -0.37 0.08
-0.04 -0.02 -0.16
0.65 -0.26 0.37
-0.97 -0.09 -1.54
-0.30 0.55 -0.61
0.27 -0.27 0.15
0.39 0.11 0.02
-0.03 -0.23 0.16
0.01 0.23 0.46
-0.51 0.04 0.39
-0.39 0.66 -0.71
-0.08 -0.62 -0.08
0.09 -0.05 0.41
0.14 -0.23 -0.17
0.16 0.27 0.04
-0.48 0.35 -0.15
0.09 -0.24 -0.01
0.00 -0.23 0.22
-0.73 0.00 0.40
0.03 0.16 0.05
0.13 0.01 -0.06
-0.21 -0.63 0.18
0.09 -0.15 -0.67
0.03 -1.98 0.23
-0.26 0.17 -0.30
-0.28 -0.43 -0.59
-0.39 -0.12 0.16
0.00 0.35 0.09
-0.69 -0.61 0.35
0.14 0.47 -0.02
2.93 0.39 1.96
-1.33 0.89 -1.03
0.17 -0.08 0.05
-1.38 1.44 0.46
-0.18 -0.37 -0.37
0.18 0.63 0.18
0.11 -0.03 0.50
-1.24 -0.68 -0.60
0.62 -0.05 -0.89
0.52 -1.66 -1.34
0.12 0.29 -0.19
0.62 0.95 1.00
-0.46 0.12 0.08
-0.10 0.06 0.27
0.08 -0.12 -0.06
0.29 -0.06 -0.10
0.67 -0.65 -0.03
-0.42 -0.09 -1.28

Calculated values
HOMO level: -5.6 eV
E_tot: -3516.6122 a.u.
Kohn-Sham gap: 0.177 Ha

---

Among the records above, which one has the lowest Kohn-Sham gap?
C30H50ClF5OP2Si2Zr